This record from the OMol25 dataset describes 2 unconnected molecules or ions with the total composition C4H15N3. The level of theory is ωB97M-V/def2-TZVPD.

Values from the calculation:
- Frontier orbital gap (alpha / beta): 7.89 / 7.89 eV
- Highest occupied orbital energy (alpha / beta): -15.538 / -15.539 eV
- Relative energy (zero: lowest compared OMol25 entry of this formula, charge and spin): 0.840 eV
- Net charge: +2
- Total energy: -8841.9115 eV
- LUMO (alpha / beta): -7.650 / -7.649 eV
- Strongest force on any atom: 4.9 eV Å⁻¹

Geometry (Å):
C  -0.93793  -0.50413  -1.29450
C  -0.81588  1.18991  1.50314
C  0.97809  -1.11526  0.31332
C  0.28688  -0.06835  -0.50005
N  1.16925  0.71995  -1.00163
N  -2.23063  1.64710  1.21987
N  2.07614  -1.78901  -0.54286
H  -1.79949  0.24299  -1.41504
H  -0.65834  -0.51099  -2.33629
H  -1.40735  -1.41805  -1.06387
H  -0.86562  0.51055  2.34576
H  -0.11432  1.99269  1.66368
H  1.57470  -0.62699  1.16685
H  0.42856  -1.89194  0.71292
H  0.93345  1.57316  -1.58395
H  2.09999  0.74011  -0.51164
H  -2.39450  1.98745  0.24277
H  -2.48309  2.30418  1.99307
H  -2.78423  0.83315  1.35741
H  2.71964  -2.39769  -0.03196
H  2.69892  -1.18645  -1.02204
H  1.52574  -2.23237  -1.21498

***

This record from the OMol25 dataset describes 2 unconnected molecules or ions with the total composition C8H10O2. The level of theory is ωB97M-V/def2-TZVPD.

Values from the calculation:
- Frontier orbital gap: 9.34 eV
- Highest occupied orbital energy: -8.783 eV
- Structure (SMILES): c1ccccc1.CC(=O)O
- Relative energy (zero: lowest compared OMol25 entry of this formula, charge and spin): 2.691 eV
- Net charge: 0
- Total energy: -12550.9702 eV
- LUMO: 0.562 eV
- Strongest force on any atom: 4.8 eV Å⁻¹

Geometry (Å):
C  2.35089  -1.11190  0.67703
C  1.44150  -0.34681  1.33049
C  1.30030  0.90931  0.82810
C  1.60796  1.34408  -0.41877
C  2.47173  0.37866  -1.24193
C  2.83227  -0.84538  -0.65491
H  2.76990  -1.96707  1.15563
H  1.02253  -0.64052  2.23496
H  0.70527  1.62969  1.23093
H  1.22239  2.30766  -0.81785
H  2.96205  1.03405  -2.01434
H  3.47279  -1.48387  -1.26566
C  -3.81719  0.11006  0.45822
C  -2.47556  -0.10124  -0.30084
O  -1.74660  0.84918  -0.32616
O  -2.31750  -1.31087  -0.84694
H  -3.62925  1.25688  0.74382
H  -4.55936  0.06877  -0.38708
H  -3.91140  -0.68115  1.30555
H  -1.70272  -1.39954  -1.69025

***

This record from the OMol25 dataset describes a molecular structure, C23H18AlCl5N2SeTe. The level of theory is ωB97M-V/def2-TZVPD.

Values from the calculation:
- Frontier orbital gap: 8.42 eV
- Highest occupied orbital energy: -14.652 eV
- Relative energy (zero: lowest compared OMol25 entry of this formula, charge and spin): 0.000 eV
- Net charge: +2
- Total energy: -168958.9961 eV
- LUMO: -6.229 eV
- Strongest force on any atom: 0.4 eV Å⁻¹

Geometry (Å):
Al  -0.15728  0.06228  0.69738
Cl  -2.54142  -2.73329  0.08150
C  -1.04072  -2.55107  -0.77770
C  -0.21189  -1.50096  -0.44165
C  0.99054  -1.42782  -1.11009
Cl  1.96656  -0.00428  -0.62302
C  1.43754  -2.30498  -2.07788
Cl  2.95749  -2.09422  -2.81574
C  0.57002  -3.34832  -2.40966
Cl  1.03186  -4.47523  -3.59927
C  -0.67356  -3.46851  -1.76520
Cl  -1.73032  -4.73526  -2.19262
Te  1.24572  -0.47183  2.87926
C  1.67462  1.57531  3.16431
C  0.66011  2.52343  3.04540
C  0.93495  3.85431  3.32967
C  2.21104  4.22495  3.73298
C  3.21532  3.27438  3.84923
C  2.95377  1.93944  3.56894
C  -0.03828  -0.78083  4.48930
C  0.52395  -1.42103  5.58470
C  -0.25821  -1.58893  6.72198
C  -1.56750  -1.12751  6.74308
C  -2.11428  -0.49691  5.63002
C  -1.34898  -0.31975  4.48777
H  -0.35254  2.24316  2.78493
H  0.15181  4.59691  3.24785
H  2.42141  5.26044  3.96601
H  4.20883  3.56820  4.16335
H  3.74363  1.20486  3.66268
H  1.54436  -1.78390  5.57077
H  0.16091  -2.08430  7.58824
H  -2.17022  -1.26275  7.63205
H  -3.13760  -0.14371  5.65178
H  -1.77714  0.17108  3.62230
C  -4.51263  0.25474  -0.06510
N  -3.61753  0.27796  -1.23632
C  -3.92265  -0.25565  -2.46968
C  -2.89051  0.03300  -3.29294
N  -1.96879  0.74270  -2.55002
C  -0.72859  1.33091  -3.08419
C  -2.41990  0.86985  -1.29746
Se  -1.60082  1.82548  0.11670
H  -5.35412  -0.38706  -0.30545
H  -4.86597  1.25984  0.14637
H  -3.98237  -0.14562  0.79288
H  -4.84136  -0.78627  -2.65402
H  -2.73666  -0.19243  -4.33493
H  -0.67224  1.09046  -4.14128
H  0.13386  0.91561  -2.57478
H  -0.75139  2.40931  -2.95632

***

This record from the OMol25 dataset describes a molecular structure, C24H21FNO14Sr. The level of theory is ωB97M-V/def2-TZVPD.

Values from the calculation:
- Frontier orbital gap: 3.47 eV
- Highest occupied orbital energy: 4.770 eV
- Relative energy (zero: lowest compared OMol25 entry of this formula, charge and spin): 3.316 eV
- Net charge: -5
- Total energy: -58920.8745 eV
- LUMO: 8.243 eV
- Strongest force on any atom: 9.1 eV Å⁻¹

Geometry (Å):
Sr  -0.23591  -0.57686  0.61379
C  -2.72099  3.06325  2.75920
C  -1.68904  2.18450  2.10771
C  -0.66564  1.50065  3.08798
O  0.19967  0.70216  2.66022
C  -0.79817  1.80380  4.49967
C  -1.75163  2.63339  5.04667
C  -2.79667  3.19721  4.04883
O  -3.66955  4.05614  4.41122
O  -1.90219  2.67591  6.35727
O  -1.72386  1.86989  0.87929
H  -3.33414  3.57903  2.03503
H  -0.09254  1.27348  5.12196
C  -3.51219  -0.13590  -4.78786
C  -3.05644  -0.72884  -3.49720
C  -1.54940  -0.33725  -3.07514
O  -1.18188  -0.77874  -1.98853
C  -0.85014  0.70197  -3.83157
C  -1.35944  1.23257  -4.94795
C  -2.82091  0.78663  -5.40524
O  -3.31208  1.00864  -6.65314
O  -0.64042  2.15875  -5.49435
O  -3.72142  -1.42079  -2.71097
H  -4.40828  -0.55849  -5.21779
H  0.12483  1.01761  -3.49066
C  -1.70862  -4.34391  2.93955
C  -1.07648  -3.37459  2.13916
C  -0.45347  -3.73726  0.76019
O  -0.22170  -2.81521  0.02434
C  -0.37372  -5.14190  0.46974
C  -0.83997  -5.97085  1.31247
C  -1.47492  -5.61831  2.64598
O  -1.95605  -6.57029  3.41660
O  -0.61741  -7.24141  0.98285
O  -1.10078  -2.16444  2.46996
H  -2.27257  -4.08012  3.82203
H  0.32193  -5.30316  -0.34049
F  -2.92464  -0.95144  0.50313
C  2.57510  -2.04150  2.16570
O  2.08864  -1.26761  0.99291
C  3.18615  -0.84733  0.08292
C  2.60380  -0.36902  -1.18860
N  1.44875  0.58877  -1.12717
C  1.82977  1.88087  -0.54422
C  2.48130  2.76549  -1.70950
O  2.44954  4.12901  -1.20724
C  3.02288  5.06995  -2.13834
H  1.69032  -2.47365  2.63315
H  3.14540  -1.42170  2.85758
H  3.30756  -2.74814  1.77547
H  3.90036  -1.67059  0.09885
H  3.68485  -0.07143  0.66375
H  2.25319  -1.20491  -1.79397
H  3.43778  0.11054  -1.70103
H  0.89621  0.60742  -1.97243
H  2.48318  1.80640  0.32504
H  0.91125  2.38631  -0.24595
H  2.00092  2.62187  -2.67733
H  3.52163  2.51568  -1.91781
H  4.10381  4.94533  -2.20275
H  2.64508  6.01537  -1.74903
H  2.49909  5.07719  -3.09421

***

This record from the OMol25 dataset describes C4H8N2S in the gas phase. The level of theory is ωB97M-V/def2-TZVPD.

Values from the calculation:
- Frontier orbital gap: 9.38 eV
- Highest occupied orbital energy: -8.523 eV
- Structure (SMILES): CS/C=N/N1CC1
- Relative energy (zero: lowest compared OMol25 entry of this formula, charge and spin): 5.162 eV
- Net charge: 0
- Total energy: -18088.5803 eV
- LUMO: 0.859 eV
- Strongest force on any atom: 6.4 eV Å⁻¹

Geometry (Å):
C  0.59545  -2.48891  1.53210
S  1.04967  -1.00494  2.38919
C  0.50140  0.36076  1.38222
N  0.35197  0.42160  0.10211
N  -0.01356  1.62654  -0.50049
C  0.12594  1.29555  -1.89628
C  -1.32686  1.49325  -1.40218
H  -0.38989  -2.35559  0.91258
H  1.31612  -2.65026  0.75694
H  0.23082  -3.36267  2.22521
H  0.28266  1.34740  2.08488
H  0.46219  2.05575  -2.74948
H  0.42648  0.38297  -2.20787
H  -1.73106  0.42902  -1.01292
H  -1.88133  2.44953  -1.61600

***

This record from the OMol25 dataset describes a molecular structure, C8H22CsN2O6S. The level of theory is ωB97M-V/def2-TZVPD.

Values from the calculation:
- Frontier orbital gap: 4.26 eV
- Highest occupied orbital energy: -2.733 eV
- Relative energy (zero: lowest compared OMol25 entry of this formula, charge and spin): 1.531 eV
- Net charge: -1
- Total energy: -35301.1853 eV
- LUMO: 1.524 eV
- Strongest force on any atom: 2.5 eV Å⁻¹

Geometry (Å):
Cs  -3.02364  0.27434  -0.65960
S  -3.59106  3.79627  -2.01360
O  -2.14390  3.45996  -1.94902
O  -3.89735  4.98825  -1.22154
O  -4.04795  4.00324  -3.41059
O  -4.37066  2.62276  -1.53981
C  -1.07442  -0.70625  -3.74098
C  -0.17271  -1.58708  -2.91735
C  1.20541  -1.88326  -3.49396
O  1.91597  -2.65428  -2.56840
C  2.90373  -3.45765  -3.17388
N  -0.08293  -0.94955  -1.58105
H  -1.38276  -1.22824  -4.64860
H  -0.52713  0.21981  -3.92643
H  -1.97880  -0.44815  -3.19355
H  -0.63507  -2.56105  -2.72392
H  1.75852  -0.99017  -3.80685
H  1.02069  -2.41591  -4.44125
H  2.42298  -4.15760  -3.86067
H  3.47158  -3.97757  -2.40557
H  3.63702  -2.84177  -3.70801
H  0.73086  -1.38486  -1.14164
H  0.20222  0.03045  -1.60005
C  0.83064  -1.12243  4.51615
C  1.43172  0.28804  4.45511
C  0.94391  1.05128  3.22558
O  -0.45243  1.08060  3.18954
C  -0.97224  1.84573  2.12961
N  0.92657  0.98510  5.68062
H  -0.07812  -1.20643  3.91910
H  0.50527  -1.40770  5.51805
H  1.56070  -1.88526  4.23772
H  2.51025  0.28892  4.59487
H  1.38384  0.61799  2.31225
H  1.30099  2.09070  3.25308
H  -0.37890  2.75303  1.97341
H  -2.00217  2.15281  2.29959
H  -0.92101  1.24219  1.21530
H  -0.08638  1.08971  5.55369
H  1.15676  1.98402  5.65266